1.
# H62O31

A cluster of 31 separate species, H62O31 in total at a distorted geometry (ωB97M-V with the def2-TZVPD basis set, OMol25).

The geometry in XYZ format:
```
93
H62O31 | OMol25 | ωB97M-V with the def2-TZVPD basis set
O -3.41037 0.85651 3.41677
O -1.27582 -1.25518 -1.16522
O 0.27350 -2.65691 -2.65526
O 2.33662 0.80508 -1.69373
O -0.09929 -2.35595 3.86332
O 2.69224 -4.04423 1.75762
O 5.42410 1.46837 0.51873
O 5.92321 -1.52540 0.91132
O 3.82911 3.38118 -0.99371
O -3.37963 -1.36660 0.59817
O 1.07927 3.25989 2.85370
O 0.82054 4.86592 -0.87334
O -4.62865 -3.82915 1.06459
O -0.22213 -5.14451 -3.48504
O 2.86060 -2.00092 -2.13720
O -5.91436 -0.40116 0.09047
O 1.95896 1.47096 5.20649
O 0.86057 1.31916 -3.88274
O -3.49154 2.39516 1.18060
O -3.12797 0.91425 -4.81342
O -0.90746 2.94124 0.66703
O 1.61903 -1.23821 1.97523
O -1.14065 2.59518 -2.79606
O -3.52440 -1.69871 -2.97246
O -3.98227 -4.22989 -1.74313
O 3.11782 -1.38201 5.69283
O 3.55961 0.13532 3.41052
O 2.45291 4.64716 1.12533
O 0.09651 0.35802 0.21172
O -3.83683 0.96736 -2.13298
O 0.00944 -1.07596 -4.72030
H -3.90624 1.45998 -4.92617
H 4.37816 0.29347 3.88083
H 3.46971 -2.18320 5.30489
H -4.10485 -1.93511 -3.69594
H 0.20392 4.30479 -0.40309
H 3.61666 -2.25832 -1.60961
H 3.37276 3.74925 -0.23707
H 2.14249 5.52773 1.33618
H 4.57065 3.96943 -1.13621
H 1.56547 4.95490 -0.27887
H -0.83554 -2.73434 3.38271
H -0.08220 -1.02061 -5.67149
H -3.19259 -4.73170 -1.94519
H 1.95617 -2.09971 1.72949
H 0.40190 -0.24017 -4.46798
H 2.83358 -1.04659 -2.06829
H -0.82231 -4.84140 -4.16631
H -0.60931 2.04100 0.53705
H -0.13475 -4.39777 -2.89260
H -0.36228 -0.27808 -0.33703
H -4.09840 -3.03706 1.15215
H 5.35501 1.86109 1.38892
H 0.12795 -2.08970 -3.41245
H -2.97560 -0.93465 1.35077
H 0.25353 1.94973 -3.49528
H 2.85246 1.59356 -1.52506
H -2.87020 1.04932 -3.90154
H -4.52019 -4.09068 0.15022
H -4.28396 1.11576 3.70980
H -2.70071 -1.35786 -0.07654
H -1.83835 2.85824 0.87388
H 1.20609 -2.56329 -2.46101
H 3.04048 -4.23019 0.88562
H 1.43136 2.66441 3.51527
H -3.59587 -0.74631 -2.90880
H 0.31695 -1.76351 3.23723
H -6.02170 -0.37765 -0.86040
H -3.03568 0.38913 4.16337
H 2.56534 1.95699 5.76533
H -1.57078 3.43020 -2.61178
H -3.98013 3.14363 1.52310
H -0.61854 -1.85602 -1.51623
H 2.81723 -0.86532 4.94523
H 0.73655 -0.16185 0.69785
H 1.24077 1.22430 5.78923
H -2.04155 -1.38344 -1.72508
H 6.82797 -1.24171 0.78030
H 2.91207 0.67071 3.86907
H 5.07265 2.13338 -0.07328
H 2.12554 -4.79028 1.95384
H 2.16118 4.10750 1.86010
H -3.74209 -3.32120 -1.92430
H 2.34951 -0.81415 2.42556
H -3.36483 1.82421 1.93836
H 1.47222 1.10992 -3.17681
H -5.13321 -0.93631 0.23064
H -1.60709 1.95992 -2.25283
H -4.65969 0.86839 -2.61188
H 0.33392 2.78975 2.47999
H -4.10273 1.08829 -1.22144
H 5.48463 -0.76247 1.28791
H 1.64359 0.82597 -1.03380
```

The strongest force on any atom is 1.717 eV/A. Its HOMO energy is -0.369 hartree. As for the calculated total energy: -2369.706206 Ha. As for the total charge: 0. Its energy above the lowest of the compared OMol25 structures with the same formula, charge and spin is 58.4 kcal/mol. The gap between HOMO and LUMO is 9.42 eV.


2.
# H64O32

A cluster of 32 separate species, H64O32 in total at a distorted geometry (ωB97M-V with the def2-TZVPD basis set, OMol25).

The geometry in XYZ format:
```
96
H64O32 | OMol25 | ωB97M-V with the def2-TZVPD basis set
O 1.05458 -2.77767 4.56164
O -4.10591 -0.21262 0.80202
O -1.17247 -0.78904 -6.51263
O -1.30168 -4.99863 2.38179
O -0.59835 0.26273 -3.97183
O 3.06971 -4.12164 -2.34293
O 1.18728 2.35389 -4.95778
O 1.50002 -2.19821 -7.19015
O 3.69426 1.12899 2.26459
O -1.19288 -0.83185 0.61483
O -2.71062 -1.54466 4.87239
O -0.59135 5.18799 -0.70786
O 2.35809 2.66594 -0.34707
O 0.64842 3.32420 -2.40745
O 4.30954 -0.21228 -0.79501
O 3.13549 4.25933 1.88763
O 0.70235 -0.88123 -1.75417
O 4.52589 -1.51598 2.39849
O 1.96157 -2.18234 -4.38667
O -0.59574 0.95060 2.90704
O -3.62638 -2.90459 2.81847
O 2.65231 0.29842 -3.42413
O 0.01643 2.71806 1.14405
O -2.16804 -3.94626 -0.29415
O -4.11309 1.87061 -0.92516
O -1.47041 0.97386 -1.49904
O -2.64580 3.50389 1.02675
O -4.39760 3.79281 3.27044
O 0.07170 -0.39144 5.38511
O 2.73224 -2.56926 0.20012
O 0.56724 -2.99281 1.81111
O -3.29650 1.09529 3.18700
H -4.94188 2.01127 -1.39829
H 4.39189 -0.07575 -1.76638
H -0.07377 -2.28658 1.57685
H -2.42059 1.19372 2.78603
H -0.80359 1.67908 -1.51423
H -3.84528 -2.41983 2.01774
H 0.34822 4.03812 -1.80040
H 1.28792 -0.57311 -2.42462
H 1.68899 -2.39116 -6.27958
H 0.40792 0.07787 6.15152
H -2.39783 1.35449 -1.53788
H 0.73242 -1.08473 5.19869
H -4.20416 1.04014 -0.40592
H -0.29838 1.78683 2.65911
H 3.28099 4.32592 0.93030
H 0.36556 1.91303 -4.71243
H 2.14111 4.22551 1.87475
H -2.12778 -3.02667 -0.01753
H 1.15982 -1.26110 -1.02507
H -1.82155 -1.68311 5.18594
H 4.29325 1.92345 2.06314
H -1.06101 -0.01651 1.18812
H 2.34269 -2.82899 -3.76981
H 1.48013 -3.60625 4.88554
H 2.87360 1.60276 2.47794
H -1.92903 -3.93900 -1.24829
H -3.95451 2.94211 3.44250
H -3.86393 4.51839 3.57797
H -1.48404 4.98548 -0.93715
H 1.23641 2.40037 -5.90642
H -1.70506 -4.33748 2.92797
H -0.23828 0.71309 3.74927
H 2.97541 1.94437 0.01296
H -3.14896 0.28209 3.75262
H 2.02760 -2.76654 0.84305
H -1.12819 0.41314 -3.19058
H -4.10614 0.22855 1.67495
H -0.39509 4.83995 0.16887
H -1.83632 -0.93761 -7.21788
H 2.43525 2.48219 -1.29474
H -0.42566 -1.34189 -6.67564
H 3.93384 -4.53855 -2.30310
H -3.18480 3.16909 0.30082
H 1.11133 -1.96192 -4.02333
H -3.34173 -1.68365 5.57589
H 2.62147 -0.30720 -4.22492
H -1.87157 -5.11841 1.62752
H 5.14382 -1.50385 3.15251
H -3.22411 -2.41531 3.54324
H -3.15984 -0.38854 0.65468
H 4.28174 -0.55337 2.24382
H 2.91682 -3.89480 -1.40593
H 3.51823 -0.74754 -0.84190
H -1.25189 0.27937 -4.71051
H -3.32999 3.58473 1.68894
H -1.11228 -0.48197 -0.27975
H 0.05643 -3.82249 1.77143
H 0.98399 3.78167 -3.23716
H 0.94105 -2.84216 3.56616
H 2.30169 1.05726 -3.87055
H 3.52482 -2.65331 0.79983
H -0.98020 2.61431 1.10383
H 2.22579 -1.64050 -7.51955
H 0.43692 2.40544 0.34762
```

The strongest force on any atom is 2.743 eV/A. Its HOMO energy is -0.391 hartree. As for the calculated total energy: -2446.216393 Ha. As for the total charge: 0. Its energy above the lowest of the compared OMol25 structures with the same formula, charge and spin is 26.4 kcal/mol. The gap between HOMO and LUMO is 10.63 eV.


3.
# H68O34

A cluster of 34 separate species, H68O34 in total at a distorted geometry (ωB97M-V with the def2-TZVPD basis set, OMol25).

The geometry in XYZ format:
```
102
H68O34 | OMol25 | ωB97M-V with the def2-TZVPD basis set
O -1.56837 3.26428 1.49393
O -4.91979 -2.30370 -3.72675
O -2.90732 -4.07381 -1.46835
O 0.23304 3.57342 3.43958
O 1.80327 -2.77961 2.14482
O 1.04417 0.66346 3.38870
O 3.20386 1.24593 -3.12145
O -3.86954 2.11693 -0.48844
O 1.49450 -3.45296 6.04245
O -1.83227 -1.54072 0.50752
O -0.09993 6.34564 -2.25671
O 0.85868 -1.30222 -0.15423
O 3.28692 2.63201 -0.49220
O 1.06907 4.66475 0.09909
O -1.49502 -0.22712 -2.64994
O 0.39406 3.63433 -3.74369
O 3.40690 -0.54638 2.94288
O -3.93487 3.35253 -3.04970
O -3.98752 -0.66707 -1.12545
O 0.81949 1.33835 0.44985
O 0.44831 -5.14902 2.67061
O 1.46063 -0.92182 -3.26109
O -0.20454 -1.14792 5.03271
O 3.85894 -1.48992 -0.77118
O -1.79713 -4.66871 1.25637
O -2.19722 4.85265 -1.16565
O -1.99655 -2.72916 -3.91785
O -0.99346 2.47188 -1.29599
O 3.62546 -1.75914 5.96522
O 0.37187 -4.89850 -0.82588
O -2.02616 2.54286 -4.59146
O 4.89821 0.30258 0.75129
O -1.82592 0.38293 2.51274
O 3.25643 -4.03929 0.15151
H 0.29283 -5.83406 3.33629
H -0.96222 3.60970 2.18434
H -1.95067 -0.88033 1.20656
H -0.20083 -4.86363 -0.02891
H -1.10570 -1.01611 5.37758
H -2.31118 1.16188 2.35304
H 2.01617 4.52193 0.08138
H -1.42021 0.69419 -2.87628
H 1.13535 -2.35448 1.63694
H 2.66347 -4.33396 -0.60666
H 0.98633 4.14588 3.25685
H 0.57539 3.92373 -0.28240
H 1.60118 1.87181 0.20515
H -3.03665 4.73404 -1.55062
H -3.08928 3.07497 -3.46509
H 2.11743 -1.30941 -2.62272
H -1.92771 -1.84979 -3.56789
H 5.84679 0.36045 0.81914
H 3.42683 2.73586 -1.48470
H 2.54961 0.47134 -3.07373
H 1.95927 0.27882 3.19587
H -3.03423 1.99510 -0.00529
H 0.61395 2.61900 3.41577
H -3.96204 -2.27459 -4.07650
H -5.08926 -3.21977 -3.49180
H -4.59233 -0.97475 -1.77037
H 1.78524 -4.38443 5.84227
H 2.28083 -2.92452 5.92925
H 3.94593 -0.52416 2.16145
H 3.82506 -1.35021 5.09841
H -2.34399 2.47794 -5.49991
H 1.06687 -0.34287 -0.24564
H -3.57073 2.38199 -1.39182
H 0.72750 -0.79710 -2.66164
H -4.18190 0.20999 -0.85704
H 2.72180 -3.64386 0.93521
H -3.20745 -3.33512 -0.97340
H 0.14883 -1.86973 5.56327
H -2.39206 -4.89607 0.45677
H -0.11963 -1.36901 -0.22343
H -2.60647 -3.69173 -2.29463
H -2.57999 -1.20986 -0.04029
H -1.52460 3.24562 -1.09289
H 3.76302 -2.44335 -0.49028
H 3.63820 1.19037 -3.97023
H -1.70787 5.49345 -1.73087
H -2.37061 -0.38203 -2.25797
H -0.65310 2.19105 -0.47981
H 4.77675 -0.43320 0.11570
H 0.22522 5.67580 -2.91967
H -0.21135 -4.52095 -1.46599
H 0.86517 1.27003 1.43974
H -1.14074 2.95182 -4.60185
H 2.86559 -1.33055 2.87664
H 1.31063 3.33505 -3.68455
H -4.68745 2.90574 -3.41863
H -2.07264 4.06103 1.17925
H -0.30447 -5.27687 2.11739
H 3.33079 -1.01041 6.49872
H 0.61534 0.16149 4.06588
H -1.23470 -2.67698 -4.58400
H -1.79774 -3.71731 1.42377
H 3.16701 -0.98025 -0.26778
H -0.90333 0.63169 2.55528
H 0.39030 6.21640 -1.44382
H 3.88342 1.94859 -0.23010
H 1.36883 -3.52787 2.55871
H -0.07204 3.31512 -2.90067
```

The strongest force on any atom is 2.610 eV/A. Its HOMO energy is -0.395 hartree. As for the calculated total energy: -2599.128297 Ha. As for the total charge: 0. Its energy above the lowest of the compared OMol25 structures with the same formula, charge and spin is 16.9 kcal/mol. The gap between HOMO and LUMO is 10.71 eV.


4.
# H6IO3

A cluster of 4 separate species, H6IO3 in total (ωB97M-V with the def2-TZVPD basis set, OMol25).

The geometry in XYZ format:
```
10
H6IO3 | OMol25 | ωB97M-V with the def2-TZVPD basis set
I -0.88836 1.48765 -0.84211
O 0.66986 1.85362 2.62026
O 1.16649 -1.19658 0.25790
O -1.79270 -1.89862 -1.93098
H 1.31907 2.55851 2.70482
H 0.74096 -0.33893 0.01726
H 1.47870 -1.54701 -0.58276
H -1.17563 -1.40242 -1.36847
H -2.11660 -1.22308 -2.53492
H 0.59823 1.70685 1.65900
```

The strongest force on any atom is 0.528 eV/A. Its HOMO energy is -0.157 hartree. As for the calculated total energy: -527.123239 Ha. As for the total charge: -1. Its energy above the lowest of the compared OMol25 structures with the same formula, charge and spin is 5.3 kcal/mol. The gap between HOMO and LUMO is 7.86 eV.


5.
# H6N2

A cluster of 2 separate species, H6N2 in total at a distorted geometry (ωB97M-V with the def2-TZVPD basis set, OMol25).

The geometry in XYZ format:
```
8
H6N2 | OMol25 | ωB97M-V with the def2-TZVPD basis set
N -2.85443 3.66514 0.87835
N 2.61835 -3.79156 -0.58739
H -2.34563 3.09118 1.53664
H 2.56470 -3.88441 -1.61797
H 2.21314 -2.86169 -0.41863
H 3.63157 -3.69451 -0.50588
H -2.30078 4.34714 0.37091
H -3.52692 3.12870 0.34396
```

Its SMILES is N.N. The strongest force on any atom is 1.432 eV/A. Its HOMO energy is -0.355 hartree. As for the calculated total energy: -113.094972 Ha. As for the total charge: 0. Its energy above the lowest of the compared OMol25 structures with the same formula, charge and spin is 5.8 kcal/mol. The gap between HOMO and LUMO is 10.94 eV.